No. 1
Below is a cluster of 2 separate species, C3H6F3P in total, with properties calculated with ωB97M-V/def2-TZVPD.

Properties
Largest force on an atom ... 3.63 eV/A
Lowest unoccupied orbital energy ... 0.26 eV
Orbital gap ... 9.7 eV
HOMO level ... -9.41 eV
Spin multiplicity ... 1
ΔE to the lowest compared entry with this formula, charge and spin ... 44.2 kcal/mol

Last column: natural (NBO) charge in e.
Positions of all 13 atoms, in Å:
C -0.43465 1.57714 0.18395  -0.935
C 1.31432 -0.91167 0.01827  -0.676
C 0.96550 0.19682 -0.91849  -0.228
F -2.97387 0.94913 0.95295  -0.553
F -2.07231 -0.23867 -0.87349  -0.556
F -1.78657 -1.02761 1.29059  -0.559
P -1.56296 0.37817 0.48297  2.216
H 0.19153 1.87321 1.00683  0.218
H 2.07674 -1.55278 -0.43908  0.225
H 0.44883 -1.53649 0.24571  0.218
H 1.72093 -0.53092 0.95540  0.221
H 1.75201 0.90013 -1.13326  0.205
H 0.36051 -0.07647 -1.77236  0.206


No. 2
Below is a structure of composition C3H6F9O12S3Zn, with properties calculated with ωB97M-V/def2-TZVPD.

Properties
Largest force on an atom ... 4.21 eV/A
Lowest unoccupied orbital energy ... -4.73 eV
Orbital gap ... 2.1 eV
Total charge ... -1
HOMO level ... -6.82 eV
Spin multiplicity ... 1
ΔE to the lowest compared entry with this formula, charge and spin ... 303.9 kcal/mol

Last column: natural (NBO) charge in e.
Positions of all 34 atoms, in Å:
Zn 0.23326 1.79005 0.40060  0.729
C -4.46009 -2.48882 3.35438  0.762
F -5.48341 -3.28660 3.66624  -0.318
F -4.69371 -1.31327 3.89757  -0.307
F -3.41435 -3.15178 3.83036  -0.315
S -4.10556 -2.09400 1.47306  2.216
O -3.57489 -3.21918 0.71782  -0.848
O -5.40355 -1.70572 0.88657  -0.868
O -3.18906 -0.93450 1.43937  -0.858
C 3.64916 -4.38683 2.53285  0.758
F 4.64455 -5.26977 2.42845  -0.327
F 2.50304 -5.05483 2.42753  -0.311
F 3.89031 -3.83747 3.74763  -0.334
S 3.73815 -2.88689 1.17001  2.236
O 5.06415 -2.25684 1.45034  -0.893
O 3.67351 -3.50721 -0.17285  -0.859
O 2.61177 -2.02479 1.34746  -0.887
C 0.26611 2.03760 -6.51111  0.730
F 1.59196 1.90983 -6.35371  -0.316
F -0.02048 3.28593 -6.15477  -0.318
F -0.12525 1.90331 -7.81521  -0.319
S -0.50644 0.76390 -5.35123  2.229
O -0.14245 1.09882 -3.98753  -0.870
O -1.96507 0.78130 -5.62771  -0.884
O 0.17380 -0.56007 -5.60055  -0.834
O 0.52764 3.18409 3.94921  -0.942
H 0.21848 3.07229 4.84818  0.475
H 1.03378 3.99630 3.96876  0.468
O -2.41853 4.38573 0.22655  -0.946
H -3.07381 4.53199 0.90878  0.473
H -2.75024 4.86641 -0.53183  0.475
O 3.49027 3.27773 -0.22111  -0.945
H 3.96424 3.76395 -0.89578  0.475
H 4.05271 3.32933 0.55169  0.472


No. 3
Below is an isolated molecule of C3H6FN, with properties calculated with ωB97M-V/def2-TZVPD.

Properties
Largest force on an atom ... 4.39 eV/A
Lowest unoccupied orbital energy ... 1.06 eV
Orbital gap ... 10.3 eV
HOMO level ... -9.29 eV
Spin multiplicity ... 1
ΔE to the lowest compared entry with this formula, charge and spin ... 24.1 kcal/mol

Last column: natural (NBO) charge in e.
Positions of all 11 atoms, in Å:
C -0.84272 0.09575 0.22852  0.186
C 0.27463 1.06008 -0.05628  -0.252
C 0.04728 -1.05501 0.05531  -0.263
H -1.27007 0.29250 1.26284  0.142
H -0.00572 2.02312 -0.69280  0.217
H 0.77057 1.27507 0.99952  0.181
H 1.83793 -0.38560 -0.87499  0.363
H 0.55225 -1.33592 1.01240  0.178
H -0.40979 -1.88653 -0.45479  0.209
N 0.88478 -0.10033 -0.82886  -0.621
F -1.83914 0.01686 -0.65085  -0.341


No. 4
Below is an isolated molecule of C3H6FN3, with properties calculated with ωB97M-V/def2-TZVPD.

Properties
Largest force on an atom ... 3.11 eV/A
Lowest unoccupied orbital energy ... 0.83 eV
Orbital gap ... 9.9 eV
HOMO level ... -9.07 eV
Spin multiplicity ... 1
ΔE to the lowest compared entry with this formula, charge and spin ... 34.7 kcal/mol

Last column: natural (NBO) charge in e.
Positions of all 13 atoms, in Å:
C -0.12231 -0.94488 -0.20693  0.121
C 0.52638 0.05981 -1.15712  -0.276
C -0.22944 -0.01722 1.01803  0.372
H 0.59688 -1.81371 -0.03126  0.184
H 1.60828 0.14664 -0.93218  0.202
H 0.54140 -0.22675 -2.17440  0.224
H -0.98447 1.35127 -1.22056  0.349
H 0.21870 2.20676 1.17093  0.431
H -0.28280 -1.54104 2.21653  0.344
N -0.08288 1.30893 -0.82494  -0.442
N -0.13077 1.34859 0.60253  -0.494
N -0.31008 -0.47716 2.24046  -0.663
F -1.34889 -1.40123 -0.70109  -0.353


No. 5
Below is an isolated molecule of C3H6FN3, with properties calculated with ωB97M-V/def2-TZVPD.

Properties
Largest force on an atom ... 8.76 eV/A
Lowest unoccupied orbital energy (spin up / spin down) ... 1.06 / -2.18 eV
Orbital gap (spin up / spin down) ... 5.8 / 7.3 eV
HOMO level (spin up / spin down) ... -4.71 / -9.50 eV
Spin multiplicity ... 3
ΔE to the lowest compared entry with this formula, charge and spin ... 52.5 kcal/mol

Last column: natural (NBO) charge in e.
Positions of all 13 atoms, in Å:
C 0.50592 0.19946 -0.87383  -0.071
C 0.71283 0.60521 2.21888  0.428
C -1.58305 -0.90153 -1.18614  -0.472
N 1.53803 0.57583 -0.03336  -0.244
N 1.57891 0.64662 1.31632  -0.351
N -0.50472 -0.41879 -0.38767  -0.332
F -0.65265 0.52236 2.17187  -0.319
H 2.31587 1.16714 -0.26420  0.413
H 0.81198 0.29130 -2.01112  0.155
H 1.20615 0.61102 3.22037  0.166
H -1.38162 -1.06158 -2.36950  0.183
H -2.02538 -1.90198 -0.69332  0.217
H -2.52226 -0.33505 -1.10832  0.228


No. 6
Below is an isolated molecule of C3H6FNO, with properties calculated with ωB97M-V/def2-TZVPD.

Properties
Largest force on an atom ... 4.92 eV/A
Lowest unoccupied orbital energy ... 0.92 eV
Orbital gap ... 9.7 eV
HOMO level ... -8.76 eV
Spin multiplicity ... 1
ΔE to the lowest compared entry with this formula, charge and spin ... 107.4 kcal/mol

Last column: natural (NBO) charge in e.
Positions of all 12 atoms, in Å:
C -2.14142 0.41179 0.16767  0.460
C 1.79661 -0.24233 0.15263  -0.439
C -0.58466 -0.46442 -0.30169  -0.321
N 0.46649 0.19227 0.30765  -0.083
O -3.16259 0.02318 -0.27435  -0.499
F 0.48576 1.55220 0.02296  -0.278
H -1.94469 1.39152 0.66126  0.134
H 1.90154 -1.19641 0.87302  0.221
H 1.92047 -0.38890 -0.90375  0.178
H 2.50954 0.61907 0.50607  0.236
H -0.55624 -1.41370 0.12254  0.216
H -0.69082 -0.48427 -1.33399  0.175


No. 7
Below is a structure of composition C3H6FNO, with properties calculated with ωB97M-V/def2-TZVPD.

Properties
Largest force on an atom ... 6.06 eV/A
Lowest unoccupied orbital energy ... 0.48 eV
Orbital gap ... 10.2 eV
HOMO level ... -9.75 eV
Spin multiplicity ... 1
ΔE to the lowest compared entry with this formula, charge and spin ... 60.7 kcal/mol

Last column: natural (NBO) charge in e.
Positions of all 12 atoms, in Å:
C -1.34923 0.49743 0.49351  0.363
C 1.26421 0.64018 0.43450  -0.544
C -0.30686 -0.44746 0.02326  0.407
N -0.09354 -0.61352 -1.35751  -0.844
O -1.72870 1.55945 0.10418  -0.497
F -0.18448 -1.59987 0.80356  -0.364
H -1.59593 0.24099 1.52529  0.106
H 0.78297 1.13242 1.26539  0.212
H 1.41053 1.14442 -0.44116  0.209
H 1.91225 -0.22746 0.59679  0.211
H -0.84431 -1.19302 -1.79019  0.364
H 0.73311 -1.13355 -1.65762  0.378


No. 8
Below is a cluster of 2 separate species, C3H6FNO in total, with properties calculated with ωB97M-V/def2-TZVPD.

Properties
Largest force on an atom ... 5.38 eV/A
Lowest unoccupied orbital energy ... 0.72 eV
Orbital gap ... 10.0 eV
HOMO level ... -9.31 eV
Spin multiplicity ... 1
ΔE to the lowest compared entry with this formula, charge and spin ... 110.2 kcal/mol

Last column: natural (NBO) charge in e.
Positions of all 12 atoms, in Å:
C -0.52612 -0.11264 -1.62890  -0.096
C 0.55312 0.03226 -0.67324  -0.033
C 0.41790 0.02012 0.83867  0.478
N -0.81045 -0.18814 1.47874  -0.904
O 0.18602 1.06071 -1.48901  -0.467
F 1.43804 -0.76527 1.45157  -0.377
H -0.28620 -0.63432 -2.71465  0.169
H -1.60123 -0.17092 -1.34388  0.198
H 1.47671 -0.50260 -1.04772  0.196
H 1.10151 1.53489 1.10728  0.017
H -0.71018 -0.98645 2.17509  0.408
H -1.23910 0.71236 1.84605  0.413


No. 9
Below is a cluster of 2 separate species, C3H6FNO in total, with properties calculated with ωB97M-V/def2-TZVPD.

Properties
Largest force on an atom ... 2.46 eV/A
Lowest unoccupied orbital energy (spin up / spin down) ... 0.79 / -0.10 eV
Orbital gap (spin up / spin down) ... 6.9 / 10.5 eV
HOMO level (spin up / spin down) ... -6.08 / -10.56 eV
Spin multiplicity ... 3
ΔE to the lowest compared entry with this formula, charge and spin ... 30.1 kcal/mol

Last column: natural (NBO) charge in e.
Positions of all 12 atoms, in Å:
C -2.23461 -0.41935 -0.17685  0.345
C 0.96532 -0.26578 0.15002  -0.725
C -0.01295 0.84583 0.36193  0.534
N -0.06099 1.53817 1.52532  -0.879
O -3.01258 0.00779 -0.93173  -0.456
F 0.06730 1.75780 -0.73190  -0.395
H -2.08813 -1.28098 0.50930  0.115
H 1.21878 -0.17654 -0.93722  0.244
H 0.77381 -1.22582 0.58112  0.223
H 1.85314 0.01012 0.67578  0.220
H 0.06312 2.57390 1.50864  0.392
H -0.78943 1.31593 2.19075  0.380


No. 10
Below is an isolated molecule of C3H6FNO2, with properties calculated with ωB97M-V/def2-TZVPD.

Properties
Largest force on an atom ... 5.50 eV/A
Lowest unoccupied orbital energy ... 0.64 eV
Orbital gap ... 10.7 eV
HOMO level ... -10.10 eV
Spin multiplicity ... 1
ΔE to the lowest compared entry with this formula, charge and spin ... 20.9 kcal/mol

Last column: natural (NBO) charge in e.
Positions of all 13 atoms, in Å:
C -2.16183 -0.13367 -0.13431  0.781
C 0.19554 0.56642 -1.02268  -0.647
C -0.62634 0.48784 0.31285  0.391
N 0.05939 -0.22429 1.23280  -0.853
O -2.11431 -1.43488 0.08394  -0.687
O -3.03790 0.50277 -0.57038  -0.529
F -0.71951 1.85254 0.78962  -0.396
H -0.38105 1.04746 -1.84142  0.244
H 0.37207 -0.45649 -1.20428  0.203
H 1.18681 1.02882 -0.79394  0.215
H 0.99844 -0.05817 1.02386  0.365
H -1.24362 -1.84976 0.19667  0.517
H -0.13879 0.29323 2.12733  0.396


- Which value of largest force on an atom does entry 9 give?
  2.46 eV/A